Entry from the OMol25 dataset: 2 unconnected molecules or ions with the total composition C3H9N2OS in a non-equilibrium geometry (wB97M-V/def2-TZVPD).

Geometry (Å):
C 1.43766 1.66891 1.27346
C 1.15953 0.28932 0.75835
S 0.98256 0.18609 -1.07741
N 0.33445 2.63400 0.95209
H 2.37001 1.99685 0.79910
H 1.58417 1.70628 2.38045
H 0.29691 -0.16235 1.22785
H 1.96278 -0.38314 1.10260
H -0.47085 2.59493 1.57565
H 0.16004 2.51795 -0.02016
C -1.91117 -2.01411 -0.20140
N -1.25128 -1.93568 -1.36489
O -1.91199 -1.10863 0.65275
H -2.35123 -3.05585 0.13310
H -0.56228 -1.10852 -1.34608
H -1.11286 -2.76749 -1.92894

Summary:
* ΔE to the lowest compared entry with this formula, charge and spin: 1.658 eV
* HOMO energy: -2.891 eV
* charge: -1
* E_LUMO: 3.8 eV
* Kohn-Sham gap: 6.72 eV

Entry from the OMol25 dataset: a molecular structure, C3H9N2OSi in a non-equilibrium geometry (wB97M-V/def2-TZVPD).

Geometry (Å):
C -1.28916 -0.45599 0.50648
C -0.38125 -1.36776 -0.30436
C 0.57099 -1.03707 0.87068
N -0.27452 -0.45387 1.61712
N -0.10270 -0.64793 -1.61303
O 1.07657 1.30808 -0.37189
Si 1.32359 2.45813 0.63886
H -1.43985 0.52428 0.10164
H -0.71779 -2.37451 -0.23943
H 1.61062 -1.28210 1.10911
H 0.35524 0.25176 -1.23887
H -1.00918 -0.52490 -2.02566
H 0.41992 -1.31158 -2.19746
H -2.31456 -0.86970 0.71991
H 0.06770 3.19020 0.62891
H 2.10438 2.59297 1.79800

Summary:
* ΔE to the lowest compared entry with this formula, charge and spin: 0.207 eV
* spin multiplicity: 3
* expectation value of S²: 2.007
* HOMO energy (spin up / spin down): -9.600 / -14.522 eV
* charge: +1
* E_LUMO (spin up / spin down): -4.6 / -6.9 eV
* Kohn-Sham gap (spin up / spin down): 5.02 / 7.65 eV

Entry from the OMol25 dataset: C3H9N2S in the gas phase in a non-equilibrium geometry (wB97M-V/def2-TZVPD).

Geometry (Å):
C 0.85469 -0.79881 0.61173
C -0.03790 -1.99514 0.51137
S 0.51626 -3.77453 0.97278
N 0.04554 0.56960 0.66804
C 0.04859 1.21563 -0.70423
N -0.98145 2.29772 -1.15013
H 1.28835 -0.66067 -0.32302
H 1.47685 -0.70154 1.46713
H -1.00388 -1.85296 1.09631
H -0.13730 -2.16085 -0.53917
H -0.87738 0.31693 1.17345
H 1.12318 1.60450 -0.75859
H -0.02927 0.45543 -1.52326
H -1.66620 2.29387 -0.38390
H -0.62008 3.19083 -1.11852

Summary:
* ΔE to the lowest compared entry with this formula, charge and spin: 1.887 eV
* spin multiplicity: 2
* expectation value of S²: 0.753
* HOMO energy (spin up / spin down): -8.935 / -8.927 eV
* E_LUMO (spin up / spin down): 1.0 / -2.0 eV
* Kohn-Sham gap (spin up / spin down): 9.90 / 6.90 eV

Entry from the OMol25 dataset: a gas-phase ion, C3H9N2S (charge +1) in a non-equilibrium geometry (wB97M-V/def2-TZVPD).

Geometry (Å):
C 0.58473 1.06180 -0.00055
C -0.56776 0.40267 -0.83066
C -1.82042 -1.46141 0.26948
N 1.59430 0.25362 0.67139
N -1.61041 -0.24058 -0.02129
S 2.95683 -0.55283 -0.14749
H 1.21909 1.79607 -0.57768
H 0.06001 1.59266 0.80400
H -0.94080 1.24095 -1.34089
H -0.25056 -0.46263 -1.40103
H -1.42686 -2.51974 0.01186
H -2.58164 -1.60004 1.03344
H 1.07784 -0.41131 1.26325
H -2.17434 0.43071 0.42857
H 3.88000 0.47005 -0.16241

Summary:
* ΔE to the lowest compared entry with this formula, charge and spin: 3.005 eV
* HOMO energy: -12.317 eV
* charge: +1
* E_LUMO: -5.4 eV
* structure (SMILES): C=[NH+]CCNS
* Kohn-Sham gap: 6.87 eV

- ΔE to the lowest compared entry with this formula, charge and spin of number 1 (C3H9N2OS)?
  1.658 eV

- Look up the ΔE to the lowest compared entry with this formula, charge and spin of the second one.
  0.207 eV